This record from the Open Molecules 2025 dataset describes the ion CH7N5 with charge +2. The level of theory is wB97M-V/def2-TZVPD.

ORCA input file:
```
! wB97M-V def2-TZVPD RIJCOSX def2/J DEFGRID3
* xyz 2 1
C 0.996 -0.216 -0.562
N -0.195 -1.550 -0.279
N 0.605 0.899 -0.110
N -0.872 2.110 1.361
N 0.005 -2.529 -0.969
N -0.341 0.960 0.802
H 1.495 -0.346 -1.474
H 1.052 1.750 -0.491
H -0.432 3.025 1.441
H -1.687 1.796 1.947
H -0.567 -3.476 -0.790
H 0.810 -2.514 -1.668
H -0.869 0.093 0.791
*
```

The LUMO energy (alpha / beta) is -10.96 / -10.66 eV. The largest force on an atom comes out at 0.135 Eh/bohr. As for the gap between HOMO and LUMO (alpha / beta): 6.588 / 7.838 eV. The value obtained for the energy relative to the best compared isomer or geometry (same formula, charge and spin) is 306.0 kJ/mol. The value obtained for the HOMO energy (alpha / beta) is -17.551 / -18.495 eV.

These are the natural (NBO) partial charges, in e, on atoms 1 to 6: C 0.15; N 0.00; N -0.28; N -0.54; N -0.30; N -0.07

---

This record from the Open Molecules 2025 dataset describes a cluster of 2 separate species, C5H11NO2 in total. The level of theory is wB97M-V/def2-TZVPD.

ORCA input file:
```
! wB97M-V def2-TZVPD RIJCOSX def2/J DEFGRID3
* xyz 0 1
O 2.015 -1.116 1.381
C 1.425 -1.123 0.317
N 0.286 -0.494 0.027
C -0.404 0.196 1.104
C -1.873 0.101 0.724
C -1.895 -0.077 -0.787
C -0.513 -0.571 -1.204
H 1.824 -1.698 -0.540
H -0.028 1.238 1.120
H -0.147 -0.105 2.118
H -2.455 0.924 1.145
H -2.283 -0.801 1.164
H -2.725 -0.741 -1.020
H -2.211 0.862 -1.269
H -0.565 -1.619 -1.503
H 0.019 0.028 -1.930
O 0.980 2.231 -1.165
H 0.506 3.046 -0.971
H 1.823 2.302 -0.698
*
```

The SMILES is O=CN1CCCC1.O. The LUMO energy is 0.59 eV. The largest force on an atom comes out at 0.033 Eh/bohr. As for the gap between HOMO and LUMO: 9.587 eV. The value obtained for the energy relative to the best compared isomer or geometry (same formula, charge and spin) is 83.3 kJ/mol. The value obtained for the HOMO energy is -9.002 eV.

These are the natural (NBO) partial charges, in e, on atoms 1 to 6: O -0.63; C 0.54; N -0.42; C -0.23; C -0.41; C -0.42

---

This record from the Open Molecules 2025 dataset describes an isolated molecule of C11H14O. The level of theory is wB97M-V/def2-TZVPD.

ORCA input file:
```
! wB97M-V def2-TZVPD RIJCOSX def2/J DEFGRID3
* xyz 0 1
O 0.683 -3.966 -1.455
C 0.564 -2.804 -1.212
C -0.420 -1.943 -1.822
C -0.926 -0.990 -1.126
C -0.804 -0.227 0.013
C -1.954 0.407 0.732
C -1.824 1.878 0.874
C -0.332 2.245 1.317
C 0.670 1.779 0.200
C 0.653 0.218 0.266
C 1.704 -0.571 -0.674
C 1.633 -2.072 -0.338
H -0.570 -2.225 -2.973
H -2.982 0.096 0.242
H -1.889 -0.055 1.770
H -2.038 2.368 -0.092
H -2.586 2.131 1.663
H -0.186 3.350 1.340
H -0.192 1.739 2.283
H 0.246 2.110 -0.677
H 1.697 2.031 0.539
H 0.799 -0.087 1.362
H 2.748 -0.174 -0.450
H 1.546 -0.275 -1.780
H 1.265 -2.317 0.632
H 2.494 -2.645 -0.633
*
```

The SMILES is O=C1C=C=C2CCCC[C@@H]2CC1. The LUMO energy is 0.09 eV. The largest force on an atom comes out at 0.104 Eh/bohr. As for the gap between HOMO and LUMO: 8.493 eV. The value obtained for the energy relative to the best compared isomer or geometry (same formula, charge and spin) is 262.8 kJ/mol. The value obtained for the HOMO energy is -8.403 eV.

These are the natural (NBO) partial charges, in e, on atoms 1 to 6: O -0.53; C 0.58; C -0.41; C 0.10; C -0.02; C -0.44